Here is a molecular structure, C2H4ClNO3 in a non-equilibrium geometry from OMol25. Energies are from the ωB97M-V functional and the def2-TZVPD basis.

Geometry as ORCA input:
```
! wB97M-V def2-TZVPD RIJCOSX def2/J DEFGRID3
* xyz 0 1
C -1.62993 -0.00576 -0.39683
C 1.33317 0.50101 -0.56025
N -0.42018 0.04524 1.00739
O -1.35483 -0.58534 -1.37685
O -0.08044 -1.31978 1.11715
O 0.61888 0.81621 0.61337
Cl -2.97486 0.89186 0.06238
H 2.44414 0.73217 -0.52405
H 0.86079 1.04859 -1.41554
H 1.14059 -0.59620 -0.64568
H 0.06267 -1.52801 2.11890
*
```

Values from the calculation:
E	-819.10242	Ha
frontier orbital gap	9.90	eV
HOMO energy	-9.23	eV
ΔE to the lowest compared entry with this formula, charge and spin	130.4	kcal per mole

Here is 2 unconnected molecules or ions with the total composition C2H4ClNOS in a non-equilibrium geometry from OMol25. Energies are from the ωB97M-V functional and the def2-TZVPD basis.

Geometry as ORCA input:
```
! wB97M-V def2-TZVPD RIJCOSX def2/J DEFGRID3
* xyz 0 1
C -2.04994 1.20924 1.77288
C 0.29967 -0.37871 0.87722
N 0.60389 0.64177 -0.05674
O -3.19819 1.18102 1.78049
S -0.39809 1.60481 -0.66744
Cl -0.72721 3.55410 0.55899
H 0.31648 2.30575 -1.61339
H 0.98412 -1.05912 0.40560
H 0.58393 -0.25107 1.91869
H -0.69871 -0.87363 0.91173
*
```

Values from the calculation:
E	-1066.88147	Ha
frontier orbital gap	8.87	eV
HOMO energy	-9.51	eV
ΔE to the lowest compared entry with this formula, charge and spin	62.2	kcal per mole

Here is C2H4ClOP in the gas phase in a non-equilibrium geometry from OMol25. Energies are from the ωB97M-V functional and the def2-TZVPD basis.

Geometry as ORCA input:
```
! wB97M-V def2-TZVPD RIJCOSX def2/J DEFGRID3
* xyz 0 1
Cl -2.40622 -0.72677 0.39383
P -1.39586 0.43803 -0.89356
C 0.26279 -0.39403 -0.67787
C 0.59787 0.35878 0.61791
O -0.40262 1.32921 0.46089
H 1.01362 0.05866 -1.45414
H 0.46686 -1.52593 -0.60326
H 0.27298 -0.30629 1.51082
H 1.59058 0.76834 0.64538
*
```

Values from the calculation:
structure (SMILES)	ClP1CCO1
E	-955.36391	Ha
frontier orbital gap	9.94	eV
HOMO energy	-9.82	eV
ΔE to the lowest compared entry with this formula, charge and spin	26.5	kcal per mole

Here is C2H4ClOP in the gas phase in a non-equilibrium geometry from OMol25. Energies are from the ωB97M-V functional and the def2-TZVPD basis.

Geometry as ORCA input:
```
! wB97M-V def2-TZVPD RIJCOSX def2/J DEFGRID3
* xyz 0 1
C -0.08527 -0.57321 1.24878
C -0.18440 0.84942 -1.36262
O 1.97651 -0.61264 -0.71888
P 0.60838 -0.18170 -0.36923
Cl -1.82387 1.37615 -1.02878
H 0.71938 -0.80951 1.96401
H -0.67999 0.38361 1.64222
H -0.90406 -1.23222 0.94909
H 0.37333 0.80009 -2.32460
*
```

Values from the calculation:
E	-955.34449	Ha
frontier orbital gap	9.17	eV
HOMO energy	-8.86	eV
ΔE to the lowest compared entry with this formula, charge and spin	38.6	kcal per mole

Here is C2H4ClP in the gas phase in a non-equilibrium geometry from OMol25. Energies are from the ωB97M-V functional and the def2-TZVPD basis.

Geometry as ORCA input:
```
! wB97M-V def2-TZVPD RIJCOSX def2/J DEFGRID3
* xyz 0 1
C -1.11590 0.26005 -0.00671
C 0.26609 -0.18728 0.02040
P 1.50229 0.53609 0.86579
Cl 3.04226 -0.48736 0.05877
H -1.52227 -0.06889 0.84269
H -1.39514 -0.30112 -0.89193
H -1.29131 1.31185 -0.19558
H 0.51399 -1.06334 -0.69342
*
```

Values from the calculation:
structure (SMILES)	C/C=P/Cl
E	-880.11343	Ha
frontier orbital gap	9.30	eV
HOMO energy	-9.09	eV
ΔE to the lowest compared entry with this formula, charge and spin	8.9	kcal per mole

Here is 2 unconnected molecules or ions with the total composition C2H4ClP in a non-equilibrium geometry from OMol25. Energies are from the ωB97M-V functional and the def2-TZVPD basis.

Geometry as ORCA input:
```
! wB97M-V def2-TZVPD RIJCOSX def2/J DEFGRID3
* xyz 0 1
C 0.80898 0.37643 0.07376
C -0.07684 -0.63324 -0.47250
P -0.68037 0.98896 -1.02437
Cl -1.45106 -1.60445 1.33857
H 0.77936 0.71500 1.03871
H 1.87137 0.49187 -0.12598
H 0.10830 -1.50353 -0.93129
H -1.35974 1.16897 0.10310
*
```

Values from the calculation:
E	-880.02184	Ha
frontier orbital gap	8.56	eV
HOMO energy	-9.97	eV
ΔE to the lowest compared entry with this formula, charge and spin	66.3	kcal per mole

Here is a molecular structure, C2H4CsMgO4 in a non-equilibrium geometry from OMol25. Energies are from the ωB97M-V functional and the def2-TZVPD basis.

Geometry as ORCA input:
```
! wB97M-V def2-TZVPD RIJCOSX def2/J DEFGRID3
* xyz 4 2
O 2.38641 1.29771 -1.77051
C 2.05453 0.25364 -1.19347
H 2.86847 -0.46397 -1.03866
H 0.99866 0.09073 -0.93928
Mg 1.56719 3.91234 -0.90027
Cs 0.48421 2.88443 -5.73471
O 1.33858 2.26430 -1.99497
C -2.43270 -2.37966 3.06284
O -1.77770 -1.91567 2.10669
O -2.17595 -0.82371 1.45701
H -1.91482 -3.17888 3.60176
H -3.39688 -1.94128 3.34357
*
```

Values from the calculation:
E	-597.80630	Ha
<S²>	0.7537
frontier orbital gap (spin up / spin down)	8.52 / 7.81	eV
HOMO energy (spin up / spin down)	-25.67 / -24.96	eV
ΔE to the lowest compared entry with this formula, charge and spin	0.0	kcal per mole

Here is 2 unconnected molecules or ions with the total composition C2H4F2IN in a non-equilibrium geometry from OMol25. Energies are from the ωB97M-V functional and the def2-TZVPD basis.

Geometry as ORCA input:
```
! wB97M-V def2-TZVPD RIJCOSX def2/J DEFGRID3
* xyz 0 1
F -2.31165 1.52353 1.23648
C -1.77524 0.90348 0.23474
F -2.01287 1.65843 -0.84482
I -2.94066 -0.87150 -0.06350
H -0.77467 0.55884 0.23064
C 2.00658 -1.08066 -0.30535
N 1.37760 -0.26722 0.38070
H 1.28124 -1.78980 -0.77926
H 3.13635 -1.17930 -0.58935
H 2.01332 0.54420 0.49970
*
```

Values from the calculation:
structure (SMILES)	FC(F)I.C=N
E	-630.72162	Ha
frontier orbital gap	10.30	eV
HOMO energy	-9.68	eV
ΔE to the lowest compared entry with this formula, charge and spin	28.0	kcal per mole

Here is 2 unconnected molecules or ions with the total composition C2H4F2N3O in a non-equilibrium geometry from OMol25. Energies are from the ωB97M-V functional and the def2-TZVPD basis.

Geometry as ORCA input:
```
! wB97M-V def2-TZVPD RIJCOSX def2/J DEFGRID3
* xyz 1 1
C -0.50096 -0.36704 -0.03209
C -0.02182 0.99991 0.48577
N 0.42600 -0.86260 -0.82575
N -1.70703 -0.84131 0.04265
N 1.43520 -0.07329 -0.70691
O 1.20072 1.10728 -0.08199
F -0.89194 1.99914 0.17397
F 2.35667 -0.81462 0.83534
H 0.15972 1.05045 1.65162
H -2.61526 -0.46731 0.56996
H -2.04642 -1.52847 -0.58393
H 2.20515 -0.20214 -1.52864
*
```

Values from the calculation:
E	-517.35810	Ha
frontier orbital gap (spin up / spin down)	9.10 / 8.25	eV
HOMO energy (spin up / spin down)	-16.65 / -15.45	eV
ΔE to the lowest compared entry with this formula, charge and spin	85.7	kcal per mole

Here is 2 unconnected molecules or ions with the total composition C2H4F2O in a non-equilibrium geometry from OMol25. Energies are from the ωB97M-V functional and the def2-TZVPD basis.

Geometry as ORCA input:
```
! wB97M-V def2-TZVPD RIJCOSX def2/J DEFGRID3
* xyz 0 1
C 0.08928 -1.05441 -0.25244
C -1.14867 -0.27091 0.05162
O -0.75169 2.29088 -0.23711
F -1.73106 0.13380 1.18708
F -2.08213 -0.28757 -0.84145
H 1.07178 -0.48569 -0.14846
H 0.02569 -1.83619 0.44943
H -0.06237 -1.48384 -1.29515
H -0.75905 2.84893 0.52587
*
```

Values from the calculation:
E	-353.41142	Ha
frontier orbital gap (spin up / spin down)	10.56 / 6.58	eV
HOMO energy (spin up / spin down)	-10.15 / -7.79	eV
ΔE to the lowest compared entry with this formula, charge and spin	106.8	kcal per mole

Here is 2 unconnected molecules or ions with the total composition C2H4F2OS in a non-equilibrium geometry from OMol25. Energies are from the ωB97M-V functional and the def2-TZVPD basis.

Geometry as ORCA input:
```
! wB97M-V def2-TZVPD RIJCOSX def2/J DEFGRID3
* xyz 0 1
C 1.00216 0.50321 1.09128
C -1.13089 -1.01163 -0.88048
O 0.31578 1.89861 -1.12054
F -0.00320 -1.73474 -0.80837
F -2.04178 -1.54076 -0.06911
S -0.31373 1.25983 0.00588
H 0.58778 -0.18715 1.97019
H 1.28709 1.56186 1.50768
H 1.73526 0.12907 0.33343
H -1.43848 -0.87830 -2.02997
*
```

Values from the calculation:
E	-751.63552	Ha
frontier orbital gap (spin up / spin down)	8.45 / 8.37	eV
HOMO energy (spin up / spin down)	-8.52 / -8.65	eV
ΔE to the lowest compared entry with this formula, charge and spin	65.7	kcal per mole

Here is 2 unconnected molecules or ions with the total composition C2H4F2S from OMol25. Energies are from the ωB97M-V functional and the def2-TZVPD basis.

Geometry as ORCA input:
```
! wB97M-V def2-TZVPD RIJCOSX def2/J DEFGRID3
* xyz 0 1
C -2.02367 0.29994 0.30354
C 1.28078 0.15174 -0.04787
F 1.46842 1.05061 0.92416
F 1.39567 0.77202 -1.24003
S 2.18768 -1.33599 0.15655
H -2.17897 -0.45743 -0.43465
H -1.87597 0.03137 1.32626
H -2.02222 1.32947 0.01855
H 1.76827 -1.84173 -1.00651
*
```

Values from the calculation:
E	-676.37226	Ha
frontier orbital gap (spin up / spin down)	8.76 / 8.67	eV
HOMO energy (spin up / spin down)	-8.85 / -8.48	eV
ΔE to the lowest compared entry with this formula, charge and spin	96.1	kcal per mole